Record 1
Density functional theory data (the ωB97M-V functional and the def2-TZVPD basis) for a gas-phase ion, C6H14N4O (charge +2) in a non-equilibrium geometry.

CARTESIAN COORDINATES (ANGSTROEM)
1 C 2.509 1.374 -0.695
2 N 2.189 0.185 0.239
3 N 0.675 0.143 0.325
4 C 0.041 1.029 1.090
5 C -1.359 1.282 0.985
6 C -2.227 0.882 0.038
7 N -3.449 1.309 -0.110
8 N -1.798 0.043 -1.053
9 C -1.028 -1.029 -0.783
10 O -1.225 -1.616 0.382
11 C -0.548 -2.880 0.515
12 H 1.643 2.060 -0.675
13 H 3.589 1.836 -0.496
14 H 2.529 0.985 -1.750
15 H 2.555 -0.684 -0.106
16 H 2.596 0.219 1.185
17 H 0.720 1.705 1.721
18 H -1.794 1.931 1.676
19 H -3.895 2.139 0.382
20 H -3.958 0.799 -0.774
21 H -2.114 0.402 -1.937
22 H -0.465 -1.357 -1.645
23 H -1.249 -3.680 0.505
24 H -0.305 -2.850 1.595
25 H 0.272 -2.901 -0.193

Values from the calculation:
Gap between HOMO and LUMO   8.5 eV
Maximum force   3.67 eV/Å
Net charge   +2
ΔE to the lowest compared entry with this formula, charge and spin   233.45 kJ/mol
SMILES   C[NH2+]/N=C/C=C(N)\[NH+]=C/OC

Charges obtained by Mulliken population analysis, quoted in units of e: number 1, C, carries -0.69; number 2, N, carries -0.23; number 3, N, carries -0.16; number 4, C, carries -0.03; number 5, C, carries -0.95; number 6, C, carries 0.73; number 7, N, carries -0.40; number 8, N, carries -0.18; number 9, C, carries -0.03; number 10, O, carries -0.22; number 11, C, carries -0.65; number 12, H, carries 0.31; number 13, H, carries 0.35; number 14, H, carries 0.32; number 15, H, carries 0.32; number 16, H, carries 0.39; number 17, H, carries 0.41; number 18, H, carries 0.44; number 19, H, carries 0.28; number 20, H, carries 0.24; number 21, H, carries 0.34; number 22, H, carries 0.47; number 23, H, carries 0.31; number 24, H, carries 0.28; number 25, H, carries 0.35



Record 2
Density functional theory data (the ωB97M-V functional and the def2-TZVPD basis) for a single C6H14N4O2 molecule in a non-equilibrium geometry.

CARTESIAN COORDINATES (ANGSTROEM)
1 H 0.649 0.977 3.743
2 N 0.975 0.771 2.792
3 C 0.380 1.400 1.873
4 N -0.824 2.187 1.894
5 N 0.859 1.209 0.599
6 C 2.000 0.376 0.289
7 C 1.823 -0.337 -1.061
8 C 0.870 -1.521 -1.045
9 C -0.468 -1.342 -0.316
10 N -1.204 -2.594 -0.600
11 C -1.212 -0.243 -1.098
12 O -1.845 0.652 -0.574
13 O -1.207 -0.396 -2.420
14 H -1.440 1.747 1.205
15 H -0.573 3.146 1.531
16 H 0.150 1.308 -0.135
17 H 2.830 1.110 0.146
18 H 2.273 -0.347 1.069
19 H 2.777 -0.728 -1.338
20 H 1.522 0.442 -1.813
21 H 1.350 -2.388 -0.605
22 H 0.672 -1.764 -2.160
23 H -0.374 -0.963 0.681
24 H -2.071 -2.553 -0.034
25 H -0.627 -3.377 -0.252
26 H -1.733 0.343 -2.732

Values from the calculation:
Gap between HOMO and LUMO   9.3 eV
Maximum force   3.18 eV/Å
Net charge   0
ΔE to the lowest compared entry with this formula, charge and spin   114.72 kJ/mol
SMILES   [H]/N=C(\N)NCCC[C@H](N)C(=O)O

Charges obtained by Mulliken population analysis, quoted in units of e: number 1, H, carries 0.26; number 2, N, carries -0.65; number 3, C, carries 0.56; number 4, N, carries -0.75; number 5, N, carries -0.22; number 6, C, carries -0.64; number 7, C, carries -0.69; number 8, C, carries -0.94; number 9, C, carries 0.62; number 10, N, carries -0.65; number 11, C, carries -0.08; number 12, O, carries -0.67; number 13, O, carries -0.41; number 14, H, carries 0.37; number 15, H, carries 0.30; number 16, H, carries 0.24; number 17, H, carries 0.33; number 18, H, carries 0.31; number 19, H, carries 0.41; number 20, H, carries 0.28; number 21, H, carries 0.49; number 22, H, carries 0.21; number 23, H, carries 0.37; number 24, H, carries 0.28; number 25, H, carries 0.28; number 26, H, carries 0.39



Record 3
Density functional theory data (the ωB97M-V functional and the def2-TZVPD basis) for 2 unconnected molecules or ions with the total composition C6H14N5O in a non-equilibrium geometry.

CARTESIAN COORDINATES (ANGSTROEM)
1 C 1.682 0.323 0.262
2 C 0.822 -1.776 -0.027
3 C 0.397 0.770 0.928
4 C -0.713 -0.216 0.577
5 C 2.767 1.303 0.134
6 C -3.037 -0.633 0.595
7 N 1.848 -0.887 -0.136
8 N -0.453 -1.449 0.211
9 N 1.115 -3.042 -0.229
10 N -0.934 0.647 -1.776
11 N 0.113 2.160 0.674
12 O -1.904 0.199 0.841
13 H 0.568 0.656 2.014
14 H 2.366 2.259 -0.196
15 H 3.546 0.936 -0.526
16 H 3.198 1.483 1.121
17 H -3.597 -0.706 1.525
18 H -2.723 -1.617 0.253
19 H -3.651 -0.140 -0.157
20 H 2.063 -3.308 -0.452
21 H 0.386 -3.740 -0.184
22 H -0.126 0.911 -2.331
23 H -1.256 -0.241 -2.149
24 H -1.664 1.325 -1.973
25 H -0.617 2.506 1.286
26 H -0.196 2.276 -0.285

Values from the calculation:
Gap between HOMO and LUMO (alpha / beta)   7.1 / 5.9 eV
Maximum force   3.05 eV/Å
<S²>   2.013
Net charge   +1
Multiplicity   3

Charges obtained by Mulliken population analysis, quoted in units of e: number 1, C, carries 0.47; number 2, C, carries 0.16; number 3, C, carries 0.40; number 4, C, carries 0.54; number 5, C, carries -1.33; number 6, C, carries -0.76; number 7, N, carries -0.33; number 8, N, carries -0.49; number 9, N, carries -0.36; number 10, N, carries -0.74; number 11, N, carries -0.51; number 12, O, carries -0.33; number 13, H, carries 0.45; number 14, H, carries 0.35; number 15, H, carries 0.40; number 16, H, carries 0.29; number 17, H, carries 0.29; number 18, H, carries 0.36; number 19, H, carries 0.28; number 20, H, carries 0.24; number 21, H, carries 0.24; number 22, H, carries 0.24; number 23, H, carries 0.26; number 24, H, carries 0.24; number 25, H, carries 0.35; number 26, H, carries 0.28



Record 4
Density functional theory data (the ωB97M-V functional and the def2-TZVPD basis) for a gas-phase ion, C6H14NO (charge -1) in a non-equilibrium geometry.

CARTESIAN COORDINATES (ANGSTROEM)
1 C -0.530 2.092 -1.407
2 C 0.706 1.589 -0.588
3 C 1.015 0.140 -0.197
4 C 2.431 -0.270 0.011
5 C -0.027 -0.519 0.797
6 N -1.090 0.410 1.126
7 C -0.755 -1.710 -0.030
8 O -1.946 -1.995 0.515
9 H -0.293 3.117 -1.709
10 H -0.714 1.534 -2.307
11 H -1.347 2.046 -0.657
12 H 0.927 2.274 0.235
13 H 1.480 1.761 -1.347
14 H 0.693 -0.256 -1.198
15 H 2.947 0.301 0.804
16 H 2.949 -0.020 -0.944
17 H 2.555 -1.381 0.043
18 H 0.480 -0.947 1.706
19 H -1.205 0.616 2.107
20 H -1.973 -0.185 1.002
21 H -1.058 -1.473 -1.075
22 H 0.053 -2.507 0.070

Values from the calculation:
Gap between HOMO and LUMO   6.4 eV
Maximum force   3.79 eV/Å
Net charge   -1
ΔE to the lowest compared entry with this formula, charge and spin   143.04 kJ/mol
SMILES   CC[C@@H](C)[C@@H](N)C[O-]

Charges obtained by Mulliken population analysis, quoted in units of e: number 1, C, carries -1.22; number 2, C, carries -0.96; number 3, C, carries 0.80; number 4, C, carries -1.38; number 5, C, carries -0.01; number 6, N, carries -0.55; number 7, C, carries -0.43; number 8, O, carries -0.93; number 9, H, carries 0.36; number 10, H, carries 0.29; number 11, H, carries 0.32; number 12, H, carries 0.33; number 13, H, carries 0.36; number 14, H, carries -0.02; number 15, H, carries 0.31; number 16, H, carries 0.38; number 17, H, carries 0.35; number 18, H, carries 0.16; number 19, H, carries 0.19; number 20, H, carries 0.27; number 21, H, carries 0.25; number 22, H, carries 0.13



Record 5
Density functional theory data (the ωB97M-V functional and the def2-TZVPD basis) for 2 unconnected molecules or ions with the total composition C6H14NO in a non-equilibrium geometry.

CARTESIAN COORDINATES (ANGSTROEM)
1 C -3.135 -0.787 -0.348
2 C -2.198 0.445 -0.202
3 N -1.072 0.215 0.649
4 C 2.251 1.534 -0.005
5 C 1.215 0.909 0.856
6 C 0.150 0.195 0.038
7 C 0.776 -1.338 -0.292
8 O 1.964 -1.329 -0.758
9 H -2.953 -1.458 0.497
10 H -3.045 -1.378 -1.261
11 H -4.185 -0.505 -0.225
12 H -0.427 2.424 1.095
13 H -2.819 1.192 0.285
14 H -1.964 0.823 -1.209
15 H 3.063 1.963 0.589
16 H 2.715 0.863 -0.733
17 H 1.912 2.464 -0.477
18 H 1.550 0.376 1.749
19 H 0.370 1.700 1.179
20 H 0.109 0.699 -0.935
21 H 0.630 -1.874 0.685
22 H -0.053 -1.779 -0.892

Values from the calculation:
Gap between HOMO and LUMO   5.9 eV
Maximum force   2.22 eV/Å
Net charge   -1
ΔE to the lowest compared entry with this formula, charge and spin   535.11 kJ/mol

Charges obtained by Mulliken population analysis, quoted in units of e: number 1, C, carries -1.26; number 2, C, carries -0.24; number 3, N, carries -0.54; number 4, C, carries -1.29; number 5, C, carries 0.20; number 6, C, carries 0.00; number 7, C, carries -0.53; number 8, O, carries -0.72; number 9, H, carries 0.33; number 10, H, carries 0.30; number 11, H, carries 0.38; number 12, H, carries 0.77; number 13, H, carries 0.36; number 14, H, carries 0.25; number 15, H, carries 0.38; number 16, H, carries 0.30; number 17, H, carries 0.32; number 18, H, carries 0.32; number 19, H, carries -1.01; number 20, H, carries 0.22; number 21, H, carries 0.27; number 22, H, carries 0.19